# C5H5P5

One molecule with the formula C5H5P5 at a distorted geometry (the ωB97M-V functional and the def2-TZVPD basis, OMol25).

Last column: natural (NBO) charge in e.
Atoms and positions in Å:
C -0.309 1.213 0.201  -0.165
C 0.957 1.264 0.868  -0.256
C 1.517 0.243 1.542  -0.553
P 3.480 0.561 2.367  0.247
P 4.648 -0.641 1.286  -0.026
P 3.681 -1.246 -0.602  -0.116
P 2.243 -2.519 0.057  0.048
P 0.883 -1.367 1.629  0.730
C -0.296 -1.173 0.429  -0.577
C -0.841 -0.011 -0.048  -0.224
H -0.828 2.078 -0.071  0.216
H 1.657 2.069 0.682  0.219
H 1.139 -2.579 -0.867  0.005
H -0.766 -2.111 0.031  0.235
H -1.589 -0.010 -0.763  0.217

Properties
E_HOMO (spin up / spin down) (eV): -7.45 / -7.25
Energy above the lowest of the compared OMol25 structures with the same formula, charge and spin (kJ/mol): 193.5
SMILES: C1=CC2=P#P=P#[PH]P2C=C1
Electronic energy (eV): -51705.5689

***

# C5H5S2

A 2-piece molecular cluster, C5H5S2 overall at a distorted geometry (the ωB97M-V functional and the def2-TZVPD basis, OMol25).

Last column: natural (NBO) charge in e.
Atoms and positions in Å:
C -1.588 -0.758 0.840  -0.395
C -2.745 -1.132 0.664  -0.302
C -5.015 -2.337 0.482  -0.288
C 0.097 -0.096 -0.618  -0.605
C -0.360 0.047 0.907  -0.461
S -4.956 -2.968 -0.978  0.022
S -5.570 -2.276 1.961  0.039
H 1.241 -0.238 -0.646  0.175
H -0.201 0.880 -1.231  0.192
H -0.420 -0.994 -1.144  0.241
H -0.394 1.078 1.105  0.193
H 0.258 -0.463 1.762  0.190

Properties
Total charge: -1
E_HOMO (eV): -3.78
Energy above the lowest of the compared OMol25 structures with the same formula, charge and spin (kJ/mol): 351.0
Electronic energy (eV): -26932.9447

***

energy above the lowest of the compared OMol25 structures with the same formula, charge and spin of number 1 (C5H5P5)? 193.5 kJ/mol

***

Copy entry 1 word for word.
# C5H5P5

One molecule with the formula C5H5P5 at a distorted geometry (the ωB97M-V functional and the def2-TZVPD basis, OMol25).

Last column: natural (NBO) charge in e.
Atoms and positions in Å:
C -0.309 1.213 0.201  -0.165
C 0.957 1.264 0.868  -0.256
C 1.517 0.243 1.542  -0.553
P 3.480 0.561 2.367  0.247
P 4.648 -0.641 1.286  -0.026
P 3.681 -1.246 -0.602  -0.116
P 2.243 -2.519 0.057  0.048
P 0.883 -1.367 1.629  0.730
C -0.296 -1.173 0.429  -0.577
C -0.841 -0.011 -0.048  -0.224
H -0.828 2.078 -0.071  0.216
H 1.657 2.069 0.682  0.219
H 1.139 -2.579 -0.867  0.005
H -0.766 -2.111 0.031  0.235
H -1.589 -0.010 -0.763  0.217

Properties
E_HOMO (spin up / spin down) (eV): -7.45 / -7.25
Energy above the lowest of the compared OMol25 structures with the same formula, charge and spin (kJ/mol): 193.5
SMILES: C1=CC2=P#P=P#[PH]P2C=C1
Electronic energy (eV): -51705.5689

***

Which value of energy above the lowest of the compared OMol25 structures with the same formula, charge and spin does entry 2 give? 351.0 kJ/mol